[1]
Below is C7H9Cl in the gas phase at a distorted geometry, with properties calculated with ωB97M-V with the def2-TZVPD basis set.

Summary:
Spin multiplicity: 1
M (g/mol): 128.6
Charge: 0
SMILES: C#C[C@@H](Cl)C=C(C)C
Orbital gap (eV): 10.097
Energy relative to the best compared isomer or geometry (same formula, charge and spin) (kcal per mole): 75.78

Geometry as XYZ:
```
17
C7H9Cl (ωB97M-V with the def2-TZVPD basis set)
C -3.36 -2.32 0.34
C -2.87 -1.22 0.16
C -2.32 0.00 -0.38
Cl -3.55 1.27 -0.12
C -0.95 0.27 0.52
C 0.31 0.31 0.10
C 1.26 0.96 1.07
C 0.81 0.16 -1.32
H -3.83 -3.19 0.75
H -1.97 0.05 -1.35
H -1.32 0.44 1.47
H 1.72 0.17 1.78
H 2.00 1.35 0.53
H 0.84 1.77 1.69
H 1.73 0.94 -1.52
H 0.10 0.20 -2.04
H 1.20 -0.78 -1.35
```


[2]
Below is C7H9ClN2O2 in the gas phase at a distorted geometry, with properties calculated with ωB97M-V with the def2-TZVPD basis set.

Summary:
Spin multiplicity: 1
M (g/mol): 188.6
Charge: 0
SMILES: [H]/N=C(/C)C/C=C\C(Cl)=C=[N+]([O-])O
Orbital gap (eV): 9.450
Energy relative to the best compared isomer or geometry (same formula, charge and spin) (kcal per mole): 169.11

Geometry as XYZ:
```
21
C7H9ClN2O2 (ωB97M-V with the def2-TZVPD basis set)
H -1.09 1.43 -1.64
N -1.43 1.41 -0.72
C -1.25 0.25 -0.23
C -1.53 -0.01 1.26
C -0.91 -0.99 -1.08
C -0.17 -1.99 -0.24
C 1.02 -1.81 0.29
C 1.86 -0.58 0.15
Cl 3.56 -1.03 -0.29
C 1.59 0.69 0.21
N 1.41 1.94 0.25
O 1.31 2.67 1.21
O 1.09 2.56 -1.08
H -2.00 0.80 1.83
H -0.55 -0.20 1.76
H -2.16 -0.79 1.54
H -0.31 -0.79 -2.09
H -1.84 -1.40 -1.49
H -0.76 -2.98 0.11
H 1.50 -2.54 1.12
H 0.68 3.37 -0.89
```


[3]
Below is a 2-piece molecular cluster, C7H9ClN2O2S overall at a distorted geometry, with properties calculated with ωB97M-V with the def2-TZVPD basis set.

Summary:
Spin multiplicity: 3
M (g/mol): 220.7
Charge: 0
Orbital gap (spin up / spin down) (eV): 7.931 / 6.438
Energy relative to the best compared isomer or geometry (same formula, charge and spin) (kcal per mole): 55.26
⟨S²⟩: 2.029

Geometry as XYZ:
```
22
C7H9ClN2O2S (ωB97M-V with the def2-TZVPD basis set)
C -2.33 -0.86 0.62
C -1.41 -0.63 1.59
C -0.55 -1.37 -0.98
C -2.06 -1.31 -0.76
C -0.07 -0.85 1.19
C 2.38 1.68 -1.09
C 0.92 1.68 -0.86
N 0.29 -1.19 -0.05
N 1.03 -0.94 2.09
O 0.78 -0.72 3.23
O 2.12 -1.20 1.67
S 0.46 1.69 0.89
Cl -2.76 -0.02 -2.04
H -3.38 -0.81 0.91
H -1.60 -0.06 2.53
H -0.16 -1.64 -1.96
H -2.71 -2.15 -1.08
H 2.99 1.00 -0.47
H 2.42 1.22 -2.03
H 2.83 2.73 -1.05
H 0.21 1.06 -1.37
H 0.59 2.69 -0.98
```